(1)
Here is a structure of composition C47H50ClHfN7O5SbSe4 at a distorted geometry from the OMol25 dataset. Energies are from ωB97M-V with the def2-TZVPD basis set.

XYZ file:
```
116
Properties=species:S:1:pos:R:3:lowdin_charge:R:1
Hf 0.52753 -0.85086 1.61207 1.0688
C -5.46277 -1.29884 -0.07517 -0.0607
C -5.07037 -1.81631 1.30366 -0.1964
C -3.81595 -1.28805 1.79057 -0.1152
C -3.54331 -0.09337 2.64605 -0.0773
C -4.58422 0.56348 3.52403 -0.1673
C -5.81276 1.21288 2.83032 -0.0694
C -2.17121 0.02901 2.65315 -0.2798
N -1.53017 -0.94368 1.90322 -0.0695
C -2.58814 -1.74108 1.31110 -0.2071
C -2.44604 -2.82461 0.41823 0.0909
C -1.24851 -3.17185 -0.22025 -0.1799
C -1.03300 -4.38510 -1.05217 -0.1041
C -2.08162 -5.36578 -1.50291 -0.1684
C -2.59563 -5.15987 -2.94152 -0.0761
C 0.30554 -4.38996 -1.32732 -0.1203
C 0.84547 -3.25723 -0.67258 -0.2319
C 2.39769 -3.17020 -0.45619 -0.1461
C 3.01049 -1.82324 -0.39675 -0.2550
N 2.53317 -0.83579 0.30307 0.0263
C 3.35151 0.24621 0.07476 -0.2827
C 3.14837 1.49933 0.59765 0.0588
C 2.13759 2.04625 1.38140 -0.1794
N 0.95591 1.38718 1.85421 0.0218
C 0.20354 2.34851 2.28393 -0.2219
C -1.11657 2.16677 2.92491 -0.1985
C 0.84169 3.63315 2.34746 -0.1118
C 2.05545 3.46082 1.70903 -0.1447
C 3.07955 4.45615 1.38197 -0.1820
C 3.09782 4.79222 -0.12995 -0.0767
C 0.22398 4.89932 2.91815 -0.1945
C -0.73749 5.71223 1.96102 -0.0752
C 4.44685 -0.13135 -0.72961 -0.1137
C 4.28082 -1.49511 -0.96639 -0.1498
C 5.16343 -2.51891 -1.58615 -0.2127
C 5.09094 -2.62281 -3.08586 -0.0867
C 5.55228 0.73672 -1.37497 -0.1400
C 5.11158 1.19889 -2.79426 -0.1061
N 0.00388 -2.51224 -0.06429 0.0500
C 1.14661 -5.42041 -2.13547 -0.1632
C 0.82574 -5.62081 -3.60654 -0.0995
H -6.33100 -1.67302 -0.53382 0.0588
H -4.73097 -1.41748 -0.78448 0.0369
H -5.72782 -0.25230 0.00462 0.0755
H -4.98672 -2.86716 1.31909 0.0940
H -5.86147 -1.47351 2.01549 0.1212
H -4.04253 1.26636 4.18385 0.1134
H -4.95852 -0.19250 4.27002 0.1268
H -5.40344 2.03779 2.29845 0.0381
H -6.38455 1.75498 3.57757 0.0752
H -6.45564 0.61245 2.21091 0.0548
H -3.36446 -3.34711 0.05505 0.1299
H -2.88745 -5.29591 -0.81766 0.0819
H -1.61825 -6.36806 -1.36022 0.1282
H -3.21478 -4.31760 -2.98140 0.0478
H -3.00134 -6.13281 -3.32928 0.0968
H -1.84840 -4.81832 -3.63285 0.0410
H 2.82851 -3.71023 -1.31331 0.1052
H 4.02908 2.12855 0.46688 0.1238
H -1.23502 2.78672 3.83855 0.0242
H 4.02826 4.15878 1.78161 0.1096
H 2.76109 5.39406 1.89562 0.1171
H 2.93290 3.88526 -0.73427 0.0478
H 4.10299 5.15880 -0.40972 0.0781
H 2.23867 5.38374 -0.44527 0.0703
H 1.02617 5.63298 3.14634 0.0811
H -0.23407 4.74834 3.88884 0.0511
H -1.49534 5.20433 1.38868 0.0281
H -0.16539 6.18400 1.11725 0.0690
H -1.29498 6.55860 2.49960 0.0973
H 4.93819 -3.46975 -1.03606 0.1173
H 6.13336 -2.28934 -1.13694 0.1154
H 5.57560 -3.50675 -3.47634 0.0623
H 5.44434 -1.73104 -3.61994 0.0627
H 4.01348 -2.72047 -3.40750 0.0777
H 6.47196 0.14965 -1.47411 0.1046
H 5.81586 1.64869 -0.84914 0.0949
H 4.80425 0.40648 -3.51977 0.0637
H 5.93011 1.81120 -3.24925 0.0846
H 4.20107 1.76056 -2.83319 0.0387
H 1.16003 -6.36644 -1.58030 0.1139
H 2.18043 -5.08876 -2.06100 0.0789
H 0.81805 -4.71034 -4.13501 0.0431
H -0.14781 -5.90884 -3.93624 0.0348
H 1.54647 -6.29017 -4.19919 0.1035
O -4.51931 4.35355 0.58694 0.1263
C -4.27313 3.63266 -0.50469 -0.5251
O -4.93744 3.78859 -1.46972 0.1130
C -3.07119 2.77324 -0.57229 -0.0466
C -2.42657 2.32153 -1.70571 -0.5750
Cl -2.70450 2.64528 -3.36188 0.7821
N -1.41913 1.47090 -1.34198 -0.0684
N -1.29020 1.41042 0.00276 0.1827
C -2.27326 2.23239 0.50172 -0.0704
C -2.27631 2.61690 1.97329 -0.2116
O -3.13467 3.30872 2.46076 0.1129
O -1.25814 0.82697 3.38869 -0.0166
C -0.42929 0.75905 -2.12940 -0.2141
C -0.89032 -0.35085 -2.80089 -0.0328
C -0.02535 -1.09606 -3.53981 -0.1070
C 1.24010 -0.72870 -3.61360 -0.0988
C 1.74657 0.36392 -2.93123 -0.0437
C 0.90961 1.10405 -2.08734 0.0205
H -4.11166 3.93165 1.37138 0.0382
H -1.97808 -0.65004 -2.62282 0.1515
H -0.37789 -1.92416 -4.16121 0.1187
H 2.05196 -1.28310 -4.11137 0.1147
H 2.82892 0.50677 -2.95086 0.0674
H 1.32184 2.01240 -1.68629 0.1130
O 2.28072 -5.16547 0.65721 0.0074
N 2.80590 -4.09045 0.77927 0.0932
Se 2.52346 4.28528 5.63670 -0.1405
Sb 0.75511 3.64440 7.16192 -0.0971
Se 1.44185 -1.87319 3.53709 -0.0741
Se -1.55919 3.18177 6.32419 -0.1067
Se 0.95905 3.61547 9.49535 -0.1853
```

Values from the calculation:
LUMO ... 0.35 eV
Highest occupied orbital energy ... -5.01 eV
Energy relative to the best compared isomer or geometry (same formula, charge and spin) ... 1.910 eV
HOMO-LUMO gap ... 5.35 eV
E ... -351972.3506 eV
Total charge ... -1

---

(2)
Here is a structure of composition C47H51BCsGeN6S5Sb2Se at a distorted geometry from the OMol25 dataset. Energies are from ωB97M-V with the def2-TZVPD basis set.

XYZ file:
```
115
Properties=species:S:1:pos:R:3:mulliken_spin:R:1
Cs 0.32249 -0.27411 0.67813 0.0185
C 0.99354 4.21692 -0.02480 0.0057
Sb 1.40389 2.52181 -1.30869 0.0055
C 3.52931 2.80489 -1.16942 0.0007
C 1.29090 3.80534 -3.11905 0.0005
C -0.04541 4.30685 -3.51875 0.0000
C -0.46239 5.55858 -3.05879 -0.0005
C -1.65524 6.13287 -3.45488 0.0000
C -2.46438 5.46343 -4.35947 -0.0001
C -2.07673 4.21805 -4.81524 0.0000
C -0.89444 3.60831 -4.39486 -0.0001
C -0.61133 2.22844 -4.86749 -0.0003
Sb -2.19830 0.82833 -4.19263 0.0003
C -0.79761 -0.66427 -3.52586 0.0005
C -2.42394 1.82904 -2.29653 -0.0029
H -0.07515 4.41681 0.01394 -0.0006
H 1.51842 5.10785 -0.36796 0.0006
H 1.33335 3.96714 0.97819 -0.0025
H 3.80578 3.83482 -1.39157 0.0000
H 4.02047 2.12355 -1.85715 0.0000
H 3.84424 2.54977 -0.16000 -0.0002
H 1.75421 3.21874 -3.91078 0.0001
H 1.94849 4.63993 -2.87474 0.0000
H 0.17784 6.09426 -2.36930 0.0000
H -1.94656 7.10385 -3.07481 0.0000
H -3.39482 5.90137 -4.69711 0.0000
H -2.71032 3.67712 -5.51112 0.0000
H 0.32521 1.83087 -4.48737 -0.0001
H -0.59699 2.18299 -5.95768 0.0001
H -0.32973 -1.13796 -4.38688 0.0002
H -1.32961 -1.41681 -2.95116 -0.0010
H -0.03890 -0.19267 -2.90544 0.0011
H -3.29352 2.48105 -2.33080 -0.0001
H -1.54272 2.43017 -2.08796 0.0021
H -2.55787 1.09002 -1.51099 -0.0037
S -5.55625 1.64682 5.97098 0.0922
C -4.28146 1.33088 4.97712 0.0185
S -3.70223 2.44464 3.78802 -0.0159
C -2.26428 1.55173 3.28049 0.0873
C -2.10136 0.31276 3.88846 0.1055
S -0.81379 -0.73451 3.68754 0.3798
S -3.37825 -0.13629 5.02517 -0.0256
S -1.21689 2.27312 2.18758 0.3277
B 3.96252 -1.78021 -0.46549 -0.0016
N 2.96737 -2.83430 0.08005 0.0001
C 2.95178 -4.14294 -0.21768 -0.0004
C 1.90908 -4.73361 0.46913 0.0016
C 1.33148 -3.67299 1.17228 -0.0015
N 1.97695 -2.53965 0.92485 0.0008
N 3.50986 -1.38351 -1.89910 0.0013
C 3.76478 -2.07441 -3.01878 -0.0001
C 3.25523 -1.37395 -4.09633 0.0000
C 2.70047 -0.23550 -3.50835 0.0001
N 2.85618 -0.25632 -2.18869 -0.0008
H 5.04590 -2.29907 -0.56527 0.0000
H 3.95032 -0.81266 0.23739 0.0002
H 3.67761 -4.58774 -0.87717 -0.0001
H 1.60032 -5.76342 0.45122 0.0000
H 0.49555 -3.69578 1.85426 -0.0029
H 4.30174 -3.00559 -2.98563 0.0000
H 3.28802 -1.64060 -5.13792 0.0000
H 2.21386 0.60170 -3.98182 0.0000
C 1.45870 3.83896 4.00077 -0.0006
N 1.71793 2.62365 4.72802 -0.0030
C 2.86054 1.90294 4.69332 0.0074
Se 4.44884 2.38735 3.96793 0.0001
N 2.66455 0.78585 5.43465 0.0009
C 1.39712 0.79398 5.98153 -0.0078
C 0.75224 -0.05634 6.86259 0.0015
C -0.50688 0.32413 7.29546 0.0020
C -1.10751 1.49847 6.84685 0.0031
C -0.47601 2.33766 5.94440 0.0089
C 0.79324 1.97282 5.52752 -0.0118
H 2.34231 4.08817 3.41710 0.0002
H 1.24216 4.65141 4.69761 0.0014
H 0.60360 3.68649 3.33933 0.0098
H 3.35001 0.05500 5.50420 0.0013
H 1.20606 -0.97989 7.19262 -0.0001
H -1.04027 -0.30517 7.99417 -0.0006
H -2.09804 1.75131 7.19874 0.0011
H -0.95117 3.23904 5.58299 0.0018
C -6.04886 -2.55398 2.99817 -0.0006
C -4.69777 -2.71349 3.26961 0.0055
C -3.76273 -2.48421 2.27409 -0.0053
C -4.13882 -2.11721 0.98342 -0.0023
C -5.49979 -1.97288 0.72996 -0.0014
C -6.44624 -2.18300 1.72364 0.0005
Ge -2.66722 -1.86787 -0.37760 -0.0040
C -2.14814 -3.82191 -0.49561 0.0015
C -2.90740 -4.83686 0.08374 -0.0004
C -2.57910 -6.17377 -0.08266 0.0000
C -1.47370 -6.52778 -0.84220 -0.0001
C -0.70539 -5.53476 -1.42923 0.0000
C -1.03697 -4.20152 -1.24353 0.0004
C -3.83794 -1.87766 -2.05401 0.0016
C -4.64444 -0.77927 -2.35663 -0.0001
C -5.41292 -0.73164 -3.51078 -0.0001
C -5.38297 -1.78900 -4.40646 0.0000
C -4.59450 -2.89410 -4.12624 0.0001
C -3.83215 -2.93047 -2.96806 0.0003
H -6.78338 -2.71426 3.77812 0.0000
H -4.37265 -3.00357 4.26153 0.0017
H -2.70742 -2.61073 2.49388 -0.0035
H -5.82812 -1.70516 -0.26760 0.0000
H -7.50045 -2.05904 1.49984 0.0000
H -3.77731 -4.57723 0.67397 -0.0004
H -3.19232 -6.94094 0.37835 0.0000
H -1.21261 -7.57206 -0.97217 0.0000
H 0.15952 -5.79735 -2.02700 0.0000
H -0.41886 -3.43410 -1.69991 0.0001
H -4.68229 0.05249 -1.66042 0.0003
H -6.03400 0.13473 -3.70852 0.0000
H -5.97322 -1.75133 -5.31362 0.0000
H -4.57593 -3.73606 -4.80906 0.0000
H -3.22533 -3.80379 -2.76272 0.0001
```

Values from the calculation:
LUMO (spin up / spin down) ... 3.44 / 2.59 eV
Highest occupied orbital energy (spin up / spin down) ... -2.07 / -2.07 eV
Energy relative to the best compared isomer or geometry (same formula, charge and spin) ... 0.927 eV
HOMO-LUMO gap (spin up / spin down) ... 5.51 / 4.66 eV
E ... -248848.2780 eV
Expectation value of S² ... 0.7709
Spin multiplicity ... 2
Total charge ... -2

---

Among the records above, which one has the highest E? C47H51BCsGeN6S5Sb2Se

---

Number 1 is which compound? C47H50ClHfN7O5SbSe4

---

Which of these has the lowest total charge? C47H51BCsGeN6S5Sb2Se

---

Look up the energy relative to the best compared isomer or geometry (same formula, charge and spin) of the first one. 1.910 eV